# 1
Molecular formula: C4H5NO2
Method: DFT, ωB97M-V/def2-TZVPD

The geometry in XYZ format:
```
12
Properties=species:S:1:pos:R:3:forces:R:3:mulliken_charge:R:1
O -0.2669 -1.8857 0.6941 0.9 0.8 0.3 -0.32
O -1.3100 0.4132 -1.7198 0.1 0.3 -0.1 -0.70
N 0.1103 0.1796 0.1446 0.2 -0.1 -0.2 0.16
C 0.4489 -0.7919 0.9674 -1.5 0.3 0.1 0.01
C 0.7675 1.4726 0.0841 0.1 0.1 0.0 -0.92
C -1.0387 -1.6128 -0.4268 0.0 0.5 -0.3 -0.50
C -0.8634 -0.2859 -0.8197 0.0 -0.4 -0.1 0.51
H -1.5733 -2.3672 -0.9994 0.4 -0.1 0.8 0.40
H 0.8943 -0.4744 1.9217 0.1 -1.3 -0.4 0.37
H 0.3462 2.2060 0.7829 -0.1 -0.3 -0.2 0.27
H 0.6641 1.8337 -0.9406 -0.1 0.0 0.1 0.33
H 1.8211 1.3129 0.3116 0.0 0.2 0.0 0.39
```
Forces are in eV/Å.

Properties
* orbital gap: 8.1 eV
* calculated total energy: -360.595789 Eh
* E_HOMO: -7.7 eV
* energy above the lowest of the compared OMol25 structures with the same formula, charge and spin: 46.2 kcal per mole

---

# 2
Molecular formula: C4H7Cl
Method: DFT, ωB97M-V/def2-TZVPD

The geometry in XYZ format:
```
12
Properties=species:S:1:pos:R:3:forces:R:3:mulliken_charge:R:1
Cl 0.6921 -1.7853 0.0805 1.3 -3.5 -0.1 -0.25
C -0.9723 0.0734 0.4216 0.0 2.9 -0.3 -0.24
C -1.7589 -0.6790 -0.3128 -3.9 0.5 0.2 -0.58
C 1.4326 0.5506 -0.3540 -0.4 5.4 0.4 -1.16
C 0.4402 -0.1614 0.5443 2.4 -0.6 -1.2 0.23
H 2.5466 0.3585 -0.2716 -1.7 -0.5 -0.4 0.33
H 1.3855 1.6906 -0.0427 0.3 -1.7 0.1 0.28
H -1.4677 -1.6595 -0.7900 -0.8 1.5 0.7 0.29
H 0.8272 -0.0547 1.5031 0.2 0.1 2.1 0.30
H -2.8728 -0.2470 -0.2584 2.4 -1.5 -0.8 0.20
H -1.1977 1.1163 0.7898 -0.6 -1.4 -0.3 0.25
H 0.9452 0.7975 -1.3100 0.9 -1.3 -0.4 0.36
```
Forces are in eV/Å.

Properties
* structure (SMILES): C=C[C@H](C)Cl
* orbital gap: 11.1 eV
* calculated total energy: -616.719113 Eh
* E_HOMO: -10.1 eV
* energy above the lowest of the compared OMol25 structures with the same formula, charge and spin: 36.7 kcal per mole

---

# 3
Molecular formula: C14H16CuI2N5OS
Method: DFT, ωB97M-V/def2-TZVPD

The geometry in XYZ format:
```
40
Properties=species:S:1:pos:R:3:forces:R:3:mulliken_charge:R:1
I -4.0350 -0.3967 -4.9291 -0.1 0.0 0.0 0.10
I 0.7292 -3.3828 -2.8557 0.0 0.0 0.0 0.05
Cu 1.2922 0.0698 0.1983 0.2 0.2 0.4 -0.19
S 3.2938 1.1727 -0.3422 0.0 0.0 0.0 -0.34
O 1.1501 -0.5764 -1.5155 0.0 0.0 -0.4 -0.76
N -0.2006 -1.0768 1.0660 -0.2 0.0 0.0 0.53
N 1.9867 0.4596 2.2082 0.1 0.0 0.0 -0.20
N 2.9402 1.4878 2.2839 0.0 0.0 0.0 -0.38
N 4.6825 2.6312 1.3562 0.0 0.0 0.0 -0.41
N -0.4033 1.4922 0.0473 0.0 -0.1 0.1 -0.14
C -2.2426 -2.4015 2.3667 0.0 0.0 0.0 -0.31
C -1.6243 0.8479 0.5387 -0.1 0.0 -0.1 -0.74
C -2.4290 -1.1199 1.8858 0.0 0.0 0.0 -0.90
C -1.0185 -3.0282 2.1668 0.0 0.0 0.0 -0.79
C -0.3943 -1.6356 -2.9470 -0.1 0.0 -0.1 -0.53
C -1.3889 -0.4859 1.2170 0.0 -0.1 0.0 0.69
C 0.0219 -0.5211 -2.2033 0.1 -0.1 0.2 0.84
C -1.9408 0.6485 -3.0149 0.0 0.0 0.0 -0.65
C -0.7891 0.6281 -2.2352 -0.1 0.1 -0.1 0.78
C 3.6646 1.7923 1.1711 0.0 0.0 0.0 0.66
C -0.4427 1.8343 -1.4049 0.0 -0.1 0.0 -0.90
C -1.5362 -1.6038 -3.7290 0.0 0.0 0.0 -0.28
C -2.3116 -0.4526 -3.7680 0.1 0.0 0.1 -0.40
C -0.0268 -2.3281 1.5156 0.0 0.0 0.0 -0.41
H -1.8222 -2.4776 -4.2978 0.0 0.0 0.0 0.36
H -3.3785 -0.6137 2.0005 0.0 0.0 0.0 0.48
H 3.3354 1.6719 3.1954 0.0 0.0 0.0 0.24
H -0.8374 -4.0385 2.5033 0.0 0.0 0.0 0.44
H 0.9413 -2.7748 1.3233 0.0 0.0 0.0 0.48
H 4.9082 3.0313 2.2521 0.0 0.0 0.0 0.19
H -3.0447 -2.9152 2.8795 0.0 0.0 0.0 0.42
H 5.2253 2.9162 0.5584 0.0 0.0 0.0 0.24
H -2.2611 0.6208 -0.3205 -0.1 0.1 0.0 0.25
H 1.1855 0.7096 2.7789 0.0 0.0 0.0 0.31
H -2.2081 1.5037 1.1881 0.1 0.0 0.1 0.53
H 2.3778 -0.4100 2.5667 0.0 0.0 0.0 0.31
H -0.2166 2.3313 0.5824 0.0 0.1 -0.1 0.26
H -1.1777 2.6202 -1.5973 0.0 0.0 0.0 0.40
H -2.5498 1.5446 -3.0305 0.0 0.0 0.0 0.39
H 0.5449 2.2251 -1.6592 0.0 0.0 0.0 0.37
```
Forces are in eV/Å.

Properties
* spin multiplicity: 2
* charge: +1
* orbital gap (alpha / beta): 7.0 / 6.3 eV
* calculated total energy: -3525.979607 Eh
* E_HOMO (alpha / beta): -10.0 / -10.0 eV
* <S²>: 0.7534

---

# 4
Molecular formula: C4H14NO3
Method: DFT, ωB97M-V/def2-TZVPD

The geometry in XYZ format:
```
22
Properties=species:S:1:pos:R:3:forces:R:3:mulliken_charge:R:1
O -1.0533 -2.1959 -2.4057 -0.3 0.0 0.0 -0.74
O -1.3275 0.1782 -1.5104 -0.6 -0.9 0.0 -0.85
O -0.2184 -0.1451 3.3467 0.0 0.1 -0.2 -0.76
N -0.3514 -0.2173 0.6789 1.2 -1.7 -1.1 -0.42
C 1.0118 0.3583 0.2937 -1.8 0.9 -0.1 0.55
C 1.5607 -0.1898 -1.0017 0.3 -1.7 -1.1 -1.30
C 0.8034 1.8850 0.2315 1.3 -0.1 -0.5 -1.49
C -1.5119 0.1611 -0.1912 -0.2 3.3 0.9 -0.87
H 1.7367 -1.2810 -0.9041 -0.1 0.3 0.2 0.32
H -1.3122 -1.2406 -2.0920 0.5 0.0 0.1 0.44
H 0.3132 2.2786 1.1313 0.2 0.0 -0.3 0.34
H -0.6543 -0.9305 3.6849 0.0 0.0 -0.1 0.27
H 2.5258 0.1556 -1.4085 -0.2 0.6 0.7 0.39
H -2.4042 -0.3005 0.3065 0.3 -0.9 -0.6 0.33
H 0.3010 2.2036 -0.6944 -0.4 -0.5 0.5 0.32
H -1.4221 -2.7793 -1.7374 0.0 0.0 0.0 0.24
H -1.7081 1.2093 0.1791 0.0 0.0 -0.2 0.37
H 1.6964 0.0563 1.0923 -0.2 0.4 0.2 0.29
H 0.8347 -0.1568 -1.8115 -0.1 0.4 0.1 0.26
H 1.8060 2.3103 0.0710 -0.1 0.2 0.6 0.45
H -0.2580 -1.2030 0.4092 0.2 -0.1 0.5 0.28
H -0.3684 -0.1564 2.3321 0.0 -0.1 0.6 0.57
```
Forces are in eV/Å.

Properties
* charge: -1
* orbital gap: 7.7 eV
* calculated total energy: -441.289323 Eh
* E_HOMO: -3.8 eV
* energy above the lowest of the compared OMol25 structures with the same formula, charge and spin: 18.5 kcal per mole

---

Number 1: largest force on an atom 1.575 eV/A. Number 2: largest force on an atom 5.430 eV/A. Number 3: largest force on an atom 0.495 eV/A. Number 4: largest force on an atom 3.422 eV/A.